[1]
Molecular formula: C38H29ClCrN9O2PS2
Method: DFT, ωB97M-V with the def2-TZVPD basis set

Geometry as XYZ:
```
83
Properties=species:S:1:pos:R:3:forces:R:3
Cr -0.229584 -0.683805 -0.819063 -1.398 0.525 0.524
Cl -5.076426 -1.688492 4.403483 0.062 0.003 -0.051
C -3.698535 -1.447509 3.376217 -0.036 -0.027 0.064
C -2.544166 -2.215686 3.580393 0.043 -0.042 0.015
C -1.428566 -2.041312 2.793648 -0.058 -0.027 0.104
C -1.453083 -1.103821 1.753508 0.282 0.162 -0.287
O -0.385445 -0.900244 1.015060 0.197 -0.062 0.447
C -2.616594 -0.348059 1.544295 -0.170 0.062 -0.201
C -2.646481 0.622772 0.496391 -0.115 0.038 0.321
N -1.769722 0.727761 -0.440847 0.245 -0.073 -0.576
C -1.876943 1.789355 -1.389742 0.222 -0.236 0.253
C -2.935404 2.626755 -1.583373 -0.212 0.161 -0.098
C -2.871445 3.648442 -2.562993 -0.020 -0.102 0.117
C -1.759789 3.818839 -3.331795 0.086 -0.076 -0.020
C -0.650526 2.951949 -3.162365 -0.001 0.147 -0.079
C 0.537291 3.033998 -3.921293 -0.062 0.059 -0.056
C 1.550101 2.146695 -3.693536 0.023 -0.069 0.080
C 1.375356 1.155010 -2.713557 0.148 0.030 -0.061
N 0.283880 1.051176 -1.990757 -0.035 -0.035 0.091
C -0.725920 1.943088 -2.192494 0.067 -0.179 0.102
C -3.735161 -0.510662 2.379384 -0.042 0.019 0.007
H -2.539602 -2.952009 4.373495 0.003 0.012 0.006
H -0.526382 -2.616807 2.953601 -0.004 0.010 0.009
H -3.471426 1.331164 0.526083 0.043 0.017 0.046
H -3.844367 2.524874 -1.006290 0.002 0.016 -0.021
H -3.724524 4.299951 -2.692994 -0.010 -0.016 0.004
H -1.714726 4.597945 -4.081334 0.012 0.002 0.008
H 0.628253 3.795594 -4.686214 0.003 0.009 0.021
H 2.472355 2.181091 -4.255295 -0.004 -0.009 0.003
H 2.152246 0.423940 -2.522555 -0.017 -0.007 -0.023
H -4.621429 0.093851 2.229276 0.004 -0.016 -0.018
N -3.964552 -0.786306 -1.707474 0.056 -0.092 0.173
C -3.459550 -1.964732 -1.217616 -0.173 0.309 -0.216
N -2.189000 -2.208041 -1.032495 0.325 -0.145 0.017
C -2.021636 -3.516476 -0.576090 0.241 0.061 0.059
C -3.159954 -4.203319 -0.352524 -0.051 -0.064 0.022
S -4.520835 -3.247651 -0.779424 -0.105 -0.051 0.021
C -0.665175 -4.047734 -0.394135 -0.182 0.245 -0.063
C -0.312059 -5.351955 -0.372744 -0.006 -0.095 0.008
S 1.388085 -5.489630 -0.139433 0.038 -0.090 0.015
C 1.499706 -3.766426 -0.099997 0.121 0.082 0.125
N 0.366974 -3.148147 -0.249704 0.021 0.065 -0.050
N 2.689142 -3.117654 0.061463 -0.071 0.033 -0.189
H -3.375200 -0.322117 -2.391372 -0.065 -0.047 -0.020
H -4.934524 -0.813852 -1.979107 0.004 -0.024 -0.056
H -3.273867 -5.201948 0.033803 0.015 0.018 0.009
H -0.930045 -6.223632 -0.504991 0.001 0.013 -0.013
H 3.485381 -3.636893 0.386885 -0.017 0.005 0.050
H 2.618503 -2.162829 0.377198 0.001 -0.055 0.081
O 0.396615 -1.485087 -2.333235 0.679 -0.602 -0.676
N 0.829218 -1.844321 -3.501121 -0.271 0.216 0.407
C 0.052716 -1.523990 -4.482428 -0.216 0.066 -0.697
C 0.460531 -1.913321 -5.810604 -0.155 0.216 0.332
N 0.783592 -2.189375 -6.876156 -0.010 -0.034 -0.056
C -1.183441 -0.790410 -4.286591 0.281 -0.242 0.011
N -2.150479 -0.206242 -4.073796 0.165 -0.024 -0.044
C 4.045297 0.476444 0.231367 -0.010 0.080 0.020
P 2.278692 0.697754 0.707924 0.150 -0.005 0.006
C 2.240900 0.009630 2.396567 -0.020 0.000 -0.004
C 3.193448 -0.891452 2.857948 0.016 -0.058 0.046
C 3.092577 -1.441781 4.133444 -0.012 0.026 -0.053
C 2.037032 -1.091489 4.957247 -0.034 0.023 -0.010
C 1.077047 -0.190022 4.504399 0.041 -0.032 0.003
C 1.176931 0.350193 3.235198 -0.003 -0.008 0.005
C 2.300609 2.505388 1.039288 0.046 -0.028 0.027
C 1.839554 3.390304 0.067157 -0.077 0.013 -0.002
C 1.937009 4.764168 0.249621 0.005 -0.026 0.006
C 2.491904 5.270927 1.414075 -0.005 -0.028 0.002
C 2.951074 4.399181 2.393217 -0.017 -0.019 -0.010
C 2.860223 3.028313 2.206680 0.001 0.020 -0.019
H 4.712151 0.755979 1.047794 0.025 0.010 -0.021
H 4.238629 1.143140 -0.610458 0.004 -0.022 -0.015
H 4.269199 -0.540992 -0.092439 -0.038 -0.007 0.010
H 4.035544 -1.168597 2.235015 0.023 0.024 0.020
H 3.850268 -2.130667 4.483725 -0.006 -0.010 -0.011
H 1.961795 -1.511520 5.951609 -0.003 0.005 0.001
H 0.249501 0.088063 5.144483 0.006 0.010 0.003
H 0.424849 1.051408 2.890520 0.002 0.001 0.002
H 1.394642 3.014582 -0.845212 0.035 -0.010 0.016
H 1.578027 5.435923 -0.519664 -0.009 0.000 0.004
H 2.567572 6.340311 1.560151 -0.003 -0.002 0.003
H 3.383942 4.787784 3.305711 0.006 0.001 -0.005
H 3.228227 2.363307 2.978017 -0.010 -0.017 -0.002
```
Positions in Å, forces in eV/Å.

The net charge is +1. The value obtained for the maximum force is 0.03077 hartree/bohr. For the energy above the lowest of the compared OMol25 structures with the same formula, charge and spin, the calculation gives 2.0602 eV. The energy is -129281.2384 eV. Its spin multiplicity is 4. The gap between HOMO and LUMO (alpha / beta) is 6.8 / 6.8 eV.


[2]
Molecular formula: C38H30BBiBr2IN7O2S
Method: DFT, ωB97M-V with the def2-TZVPD basis set

Geometry as XYZ:
```
83
Properties=species:S:1:pos:R:3:forces:R:3
Bi -0.176532 0.108652 0.190006 -0.022 -0.014 0.049
Br 2.837132 -6.738339 2.407380 -0.010 0.015 -0.039
C 1.940877 -5.452386 1.335861 0.004 0.007 0.087
C 1.064490 -4.564246 1.940710 -0.017 0.013 0.006
C 0.471698 -3.574793 1.176174 -0.028 0.090 -0.110
C 0.742603 -3.474806 -0.191349 0.028 -0.327 -0.068
C 1.599323 -4.402288 -0.782065 0.011 0.070 -0.091
C 2.204234 -5.389141 -0.020159 0.017 -0.026 -0.033
N 0.218748 -2.382879 -0.887975 0.024 0.380 0.514
C -0.099475 -2.344043 -2.110077 -0.049 -0.277 -0.022
C -0.487985 -1.089072 -2.745861 -0.145 0.202 -0.084
C -0.724532 -1.197773 -4.080324 0.034 -0.071 -0.066
C -0.879048 0.003035 -4.851004 -0.044 0.067 -0.131
C -0.839830 1.188184 -4.241598 0.101 0.151 0.074
C -0.766407 1.361715 -2.742814 -0.266 -0.082 -0.049
N -0.500889 0.079753 -2.035598 0.148 -0.063 -0.165
H 0.861837 -4.632869 3.002093 0.007 0.003 -0.042
H -0.196533 -2.856108 1.636797 0.042 0.000 -0.001
H 1.842423 -4.315190 -1.834824 0.019 0.010 0.047
H 2.898527 -6.083058 -0.473848 -0.012 0.004 -0.005
H -0.091284 -3.228898 -2.754153 0.001 0.022 -0.008
H -0.692765 -2.165866 -4.559843 0.012 0.010 0.055
H -0.959120 -0.059419 -5.930541 0.036 0.035 0.037
H -0.841679 2.104486 -4.820311 -0.059 0.013 0.022
H 0.054688 2.058119 -2.549001 -0.016 -0.027 0.150
N 4.011273 -2.416389 1.812909 0.049 0.023 0.111
C 4.334831 -2.601879 0.488678 -0.057 0.063 -0.062
C 5.200323 -3.475129 -0.159402 0.040 -0.072 -0.012
C 5.241817 -3.395313 -1.539041 0.009 0.010 0.052
C 4.449061 -2.475532 -2.244761 -0.041 0.016 -0.030
C 3.593389 -1.610409 -1.590873 -0.080 0.026 -0.025
C 3.534816 -1.681935 -0.200156 0.058 0.052 -0.058
N 2.751565 -0.963188 0.687311 -0.074 -0.026 0.269
C 3.052516 -1.437192 1.868825 0.080 -0.139 -0.294
C 2.479819 -1.047250 3.159314 -0.012 0.109 0.148
C 3.165313 -1.069110 4.337721 0.085 -0.042 0.088
S 2.160643 -0.551760 5.613799 -0.114 0.032 -0.100
C 0.878522 -0.339539 4.484672 0.139 0.015 0.171
N 1.173977 -0.632508 3.261617 -0.030 0.015 -0.250
H 4.362265 -2.943679 2.592005 -0.078 -0.072 0.033
H 5.802898 -4.193771 0.383972 -0.017 0.047 -0.025
H 5.905566 -4.049927 -2.089911 -0.029 -0.005 0.021
H 4.513918 -2.449770 -3.325283 0.002 0.019 0.018
H 2.972245 -0.901638 -2.127296 0.032 -0.030 -0.011
H 4.196870 -1.334317 4.516456 -0.064 0.046 -0.065
H -0.088706 0.023261 4.805862 0.026 -0.052 -0.054
Br -6.864761 -1.737787 1.316167 0.067 0.045 -0.033
C -5.124498 -1.064682 0.946840 -0.064 -0.071 0.001
C -4.181716 -1.894264 0.370514 0.056 0.000 -0.022
C -2.904070 -1.397261 0.134770 -0.007 0.151 0.046
C -2.534607 -0.081104 0.444830 -0.009 0.097 0.081
C -3.528869 0.719108 1.012185 0.060 0.139 0.037
C -4.811676 0.242742 1.265043 -0.004 0.033 -0.003
H -4.433498 -2.914665 0.110225 0.010 0.026 0.021
H -2.188983 -2.076961 -0.306191 0.103 -0.082 -0.061
H -3.332243 1.753843 1.260062 0.099 -0.014 0.003
H -5.562712 0.887708 1.703806 0.042 -0.001 -0.002
I 1.868024 2.915170 1.596426 -0.056 -0.173 0.023
C 1.041766 2.085883 -0.192189 -0.255 -0.082 -0.008
H 1.893160 1.677902 -0.740801 -0.020 0.048 0.003
H 0.624892 2.928491 -0.730159 -0.024 -0.034 -0.042
N -3.096909 2.366161 -3.231368 -0.086 -0.169 0.112
C -2.866752 3.661604 -3.726213 0.036 -0.073 -0.066
C -2.110184 4.344356 -2.876258 0.090 0.149 0.058
N -1.780570 3.498006 -1.773199 -0.002 -0.010 -0.141
C -2.077433 2.116463 -2.204994 0.185 0.052 -0.117
H -3.187317 1.628800 -3.912660 0.044 -0.031 -0.085
H -3.326703 4.002720 -4.640025 0.023 -0.022 0.041
H -1.818192 5.382062 -2.878295 -0.043 -0.084 -0.018
H -2.501301 1.523600 -1.396498 0.102 0.059 0.076
O -1.574426 5.359531 -0.157898 -0.006 0.143 -0.112
B -1.669849 4.000625 -0.471445 0.040 -0.170 0.117
O -1.639486 3.219257 0.689374 -0.095 -0.118 0.084
C -1.594335 4.120903 1.727327 -0.090 0.077 -0.051
C -1.629557 3.867691 3.075971 -0.040 -0.052 0.014
C -1.570007 4.975687 3.924088 -0.017 -0.009 -0.023
C -1.489026 6.264861 3.413922 0.021 0.023 0.017
C -1.479966 6.507308 2.038242 0.014 0.099 -0.011
C -1.541157 5.410190 1.214689 0.012 -0.142 0.068
H -1.715354 2.854196 3.449497 0.076 0.058 0.005
H -1.595222 4.827242 4.996537 0.014 0.000 -0.044
H -1.437339 7.106214 4.094064 -0.016 -0.045 -0.017
H -1.432529 7.512612 1.639510 -0.001 -0.055 -0.004
```
Positions in Å, forces in eV/Å.

The net charge is 0. The value obtained for the maximum force is 0.01244 hartree/bohr. For the energy above the lowest of the compared OMol25 structures with the same formula, charge and spin, the calculation gives 0.2617 eV. The energy is -219957.0872 eV. The gap between HOMO and LUMO is 6.7 eV.


[3]
Molecular formula: C38H30BClF2NNiOP
Method: DFT, ωB97M-V with the def2-TZVPD basis set

Geometry as XYZ:
```
76
Properties=species:S:1:pos:R:3:forces:R:3
Ni -0.405670 1.170793 0.365747 -0.278 0.367 0.087
O -1.865128 3.573373 1.296168 0.003 -0.011 0.033
C -1.792744 2.436688 0.831128 -0.390 -0.183 -0.147
C -3.214601 1.830000 0.412005 0.497 0.150 0.098
C -4.370963 2.598030 0.464273 -0.122 -0.138 -0.048
C -5.596201 2.046898 0.110629 0.161 0.042 0.046
C -5.658274 0.716829 -0.299670 -0.092 -0.063 -0.039
C -4.503745 -0.052648 -0.360286 0.069 0.148 0.039
C -3.271716 0.504403 -0.014271 -0.085 -0.031 0.025
P -1.639554 -0.412575 0.056891 0.114 0.066 -0.020
C -1.986541 -1.464479 1.534601 -0.015 -0.084 0.076
C -2.852730 -2.557776 1.552653 -0.024 0.030 0.020
C -3.066629 -3.283930 2.717274 -0.021 0.000 -0.034
C -2.427233 -2.919002 3.894401 0.015 0.021 -0.006
C -1.568765 -1.827207 3.892064 0.015 0.003 0.024
C -1.349432 -1.111968 2.724298 0.039 -0.037 -0.057
C -1.909961 -1.650771 -1.297575 0.045 -0.100 -0.091
C -1.301692 -2.911413 -1.231408 -0.011 0.024 0.052
C -1.274010 -3.765644 -2.319955 0.012 -0.040 -0.013
C -1.838649 -3.382740 -3.532497 0.004 0.034 0.046
C -2.419385 -2.126110 -3.628771 -0.028 0.010 -0.011
C -2.452784 -1.275613 -2.530378 -0.003 0.028 -0.013
H -4.274720 3.625868 0.801475 0.004 -0.001 0.000
H -6.502557 2.642593 0.161986 -0.015 -0.012 -0.013
H -6.613293 0.277423 -0.572060 0.007 0.008 0.005
H -4.558655 -1.086930 -0.683268 -0.028 -0.001 -0.007
H -3.361892 -2.850390 0.641810 0.000 -0.010 0.002
H -3.739570 -4.134703 2.704768 0.000 0.001 0.000
H -2.593162 -3.484215 4.804710 0.001 -0.001 0.001
H -1.048512 -1.539652 4.798118 -0.002 -0.003 0.001
H -0.662730 -0.271589 2.710347 0.008 0.004 0.004
H -0.828238 -3.216668 -0.303930 -0.001 -0.002 -0.003
H -0.789900 -4.731720 -2.228022 0.000 0.002 -0.003
H -1.804826 -4.043983 -4.390268 -0.002 -0.001 -0.002
H -2.851209 -1.799068 -4.568902 0.001 0.000 0.000
H -2.906135 -0.295908 -2.633273 0.001 0.008 0.011
F 3.103003 1.618017 -1.843968 0.010 0.012 0.011
B 2.892945 1.393960 -0.459229 -0.058 0.104 -0.038
F 4.127258 1.631694 0.221630 0.005 -0.007 -0.015
Cl 4.077702 8.018469 -0.069473 -0.007 -0.015 0.001
C 3.378666 6.403602 -0.017973 0.004 0.005 -0.001
C 3.402301 5.689011 1.165268 -0.001 -0.006 0.005
C 2.847123 4.418533 1.194061 -0.007 -0.002 0.009
C 2.266679 3.841905 0.063853 -0.058 0.070 0.054
C 1.743555 2.446132 0.082132 0.072 -0.152 -0.022
C 2.263122 4.597758 -1.109790 -0.010 -0.011 -0.012
C 2.811728 5.869966 -1.160918 0.000 0.001 -0.003
H 3.847227 6.122278 2.051654 -0.001 -0.002 -0.001
H 2.863405 3.853119 2.118191 0.005 0.002 -0.001
H 1.399192 2.203448 1.099706 0.044 -0.039 0.009
H 0.858500 2.412884 -0.586754 0.058 -0.145 -0.079
H 1.828777 4.166387 -2.003162 0.004 0.002 0.001
H 2.801034 6.443433 -2.078708 -0.001 -0.002 0.000
C 2.108051 -2.015541 3.455607 -0.013 -0.006 -0.017
C 1.748715 -2.666088 2.281113 -0.003 0.009 0.003
C 1.873247 -2.047348 1.050552 0.014 0.023 0.003
C 2.379758 -0.734237 0.931940 -0.136 0.009 -0.006
C 2.727539 -0.082795 2.132698 0.023 0.012 0.031
C 2.588374 -0.715563 3.356715 0.005 0.010 -0.012
N 2.475848 -0.100725 -0.285517 0.271 -0.090 -0.016
C 2.421164 -0.904554 -1.453574 -0.057 0.025 0.034
C 3.412488 -1.849770 -1.712081 -0.003 -0.019 0.012
C 3.362710 -2.634505 -2.854548 -0.018 0.006 -0.002
C 2.323057 -2.477839 -3.764001 0.009 0.003 0.010
C 1.340665 -1.527985 -3.517730 -0.015 0.001 0.006
C 1.386673 -0.749560 -2.370793 0.000 -0.002 0.001
H 1.992302 -2.498071 4.418463 0.000 -0.002 0.001
H 1.330816 -3.666725 2.322893 0.001 -0.001 0.002
H 1.554187 -2.569278 0.158612 -0.004 -0.007 -0.008
H 3.134279 0.916256 2.089791 -0.007 -0.012 -0.003
H 2.869155 -0.173470 4.253995 -0.002 -0.003 0.004
H 4.219112 -1.959775 -0.996626 0.000 -0.001 -0.004
H 4.141081 -3.367344 -3.038143 0.001 -0.001 -0.001
H 2.275595 -3.095645 -4.653826 0.002 0.001 0.000
H 0.512573 -1.410352 -4.206622 0.001 0.000 -0.002
H 0.612222 -0.025847 -2.146214 -0.007 0.001 -0.011
```
Positions in Å, forces in eV/Å.

The net charge is -2. The value obtained for the maximum force is 0.01028 hartree/bohr. For the energy above the lowest of the compared OMol25 structures with the same formula, charge and spin, the calculation gives 0.3168 eV. The energy is -112400.4627 eV. The gap between HOMO and LUMO (alpha / beta) is 4.0 / 4.0 eV.